Formula: C25H27F2N2
Source: OMol25
Level of theory: wB97M-V/def2-TZVPD

Computed properties:
Calculated total energy, eV: -34771.1814
Energy relative to the best compared isomer or geometry (same formula, charge and spin), kcal/mol: 0.0
HOMO, eV: -10.35

Geometry as ORCA input:
```
! wB97M-V def2-TZVPD RIJCOSX def2/J DEFGRID3
* xyz 1 1
F -2.9657 2.3282 3.4982
F 2.9103 2.4219 2.6038
N 1.6471 -5.6527 -3.3259
N -0.0903 -2.7436 0.1038
C 2.7973 -4.8265 -3.5385
C -3.9671 0.2457 3.0128
C -1.5295 0.4825 3.1170
C 2.7179 1.0617 2.5527
C -5.2983 0.8932 3.0781
C -0.0480 -6.8415 -2.2177
C 3.8138 0.2606 2.8757
C 2.3207 -1.6474 2.7194
C 0.4394 -3.9040 -0.3032
C 0.4872 -7.7070 -3.3787
C 1.1925 -0.8202 2.4455
C 1.6983 -6.9539 -3.9442
C -2.8083 0.9923 3.2193
C -0.7642 -2.3128 -2.1734
C 0.4087 -4.3334 -1.6432
C -0.1898 -3.5100 -2.6052
C -2.5360 -1.6424 2.4856
C -3.7939 -1.1061 2.6726
C 1.4507 0.5774 2.2783
C 3.5712 -1.1182 2.9617
C -0.6832 -1.9699 -0.8072
C -0.0866 -1.4415 2.3964
C 0.9786 -5.6866 -2.0409
C 5.1540 0.8470 3.1235
C -1.3525 -0.8595 2.6585
H 5.1910 1.4539 4.0368
H -0.1485 -7.4113 -1.2887
H 3.0489 -4.8728 -4.6082
H 5.8854 0.0420 3.2365
H 3.6923 -5.1611 -2.9817
H 0.9248 -4.5335 0.4502
H 1.6767 -6.0054 -1.2396
H -0.6685 1.0932 3.3752
H 5.4816 1.4844 2.2942
H -2.4141 -2.6833 2.1832
H -0.0855 -2.5281 2.3176
H -1.1175 -1.0379 -0.4389
H 0.7921 -8.7018 -3.0337
H -5.4383 1.5768 2.2305
H 2.1461 -2.7205 2.7995
H 2.6408 -7.4869 -3.7016
H 0.6626 1.2570 1.9575
H 1.6670 -6.8381 -5.0398
H -0.2661 -7.8198 -4.1660
H 4.3919 -1.7741 3.2537
H -0.1874 -3.8100 -3.6594
H -1.0343 -6.4417 -2.4796
H -1.2721 -1.6318 -2.8566
H 2.6037 -3.7823 -3.2756
H -6.0829 0.1349 3.0224
H -5.4481 1.4761 3.9936
H -4.6768 -1.7350 2.5512
*
```

=====

Formula: C35H71N8O8
Source: OMol25
Level of theory: wB97M-V/def2-TZVPD

Computed properties:
Calculated total energy, eV: -65741.1646
Energy relative to the best compared isomer or geometry (same formula, charge and spin), kcal/mol: 13.2
HOMO, eV: -10.04

Geometry as ORCA input:
```
! wB97M-V def2-TZVPD RIJCOSX def2/J DEFGRID3
* xyz 1 1
O -0.7911 -4.1913 -0.5740
O -0.1124 2.0410 9.0200
O 0.7188 -1.0333 -9.1840
O -0.6247 -6.6851 2.7468
O 0.0698 -4.2110 -4.6887
O 3.6371 0.3409 -4.1072
O 3.1558 2.2659 1.2408
O -3.5314 4.7632 5.9738
N 1.9449 -4.9976 -3.6579
N -2.9122 -4.8450 -0.1348
N -1.6708 7.5924 5.6040
N 1.2849 0.0167 -11.1127
N 2.5760 -0.7289 -5.8044
N 1.3290 -7.3858 1.8520
N -1.1628 0.4041 7.8451
N 2.0778 1.1139 -0.4010
C 2.5071 -8.2280 1.9426
C -1.8608 -0.0841 9.0246
C 0.6585 -0.9291 -10.3988
C -2.7293 1.7784 2.4752
C -2.3579 4.8701 6.7566
C -1.2410 3.5183 1.9047
C 1.1773 0.0928 -12.5577
C -1.1726 5.2728 5.8948
C 2.6486 -0.2089 -4.5764
C -1.5802 3.3365 0.6034
C 3.2097 -5.6905 -3.8008
C -3.0342 1.5941 1.1560
C 0.8211 0.5452 -0.8430
C 3.2671 1.0298 -1.2500
C -0.7805 5.9875 2.3856
C -1.8307 2.7350 2.8524
C -0.2081 4.5567 2.2506
C 3.7259 -0.6021 -6.6808
C 1.3823 -1.4053 -6.3033
C -0.5746 6.6389 3.7416
C -1.8981 -4.5418 -0.9544
C 2.0975 0.9968 -10.4092
C -2.6648 -4.7861 1.2989
C -1.3861 -0.2502 6.5681
C 0.3781 -7.3825 2.7918
C -0.9400 8.1583 3.4606
C -0.3320 1.4461 7.9797
C -1.8072 8.7009 4.6078
C -2.4742 2.3926 0.2070
C 1.1642 -6.5077 0.6989
C 2.1565 1.7406 0.7801
C -4.2170 -5.2431 -0.6249
C -1.5688 6.2838 4.8408
C 1.5500 -4.5425 -2.3336
C 1.1452 -4.7859 -4.7144
H -2.4900 -0.9260 8.7501
H -0.6626 4.4182 5.4812
H -3.5633 -5.0688 1.8429
H -1.1142 3.9499 -0.1502
H -0.7925 0.2297 5.7923
H 0.2830 4.2564 3.1648
H -1.8191 6.0550 2.0871
H -1.8496 -5.4700 1.5362
H 0.5812 -8.0756 3.6259
H -2.5183 6.1306 4.3503
H 4.5950 -1.0843 -6.2315
H 0.9840 -0.8728 -7.1700
H 0.0657 0.7488 -0.0859
H -1.1420 -0.3968 9.7816
H 0.0679 -1.6234 -11.0179
H -4.9814 -4.5502 -0.2669
H 2.8929 0.4963 -9.8569
H 1.5610 -5.2012 -5.6495
H 3.9660 0.4506 -6.8353
H 0.5156 1.0049 -1.7864
H -3.7175 0.8181 0.8719
H 1.7013 -0.2977 -4.0119
H -0.2164 6.6086 1.7060
H 0.6107 -4.9967 -2.0490
H 0.6245 -1.4441 -5.5241
H 4.0307 -5.0442 -3.4838
H 4.0689 0.5119 -0.7228
H 0.7480 1.0519 -12.8519
H 0.1499 1.7390 7.0279
H 2.5502 -8.9052 1.0884
H 1.6399 -2.4235 -6.5966
H 2.4758 -8.8170 2.8563
H -2.4767 0.7082 9.4505
H -0.8054 7.8109 6.0939
H 1.0938 -5.4691 1.0210
H 2.0134 -6.6258 0.0314
H -2.1326 3.9152 7.2163
H -2.3621 -3.7783 1.5825
H -2.8343 8.6984 4.2988
H 0.5203 4.5590 1.4561
H 0.4586 6.6411 4.0576
H -4.3036 4.9054 6.5239
H -3.1723 1.1574 3.2302
H 2.5331 1.6883 -11.1247
H -0.4788 5.7626 6.5669
H -4.4599 -6.2471 -0.2722
H -1.4283 9.6332 4.9864
H 0.5381 -0.7059 -12.9259
H 3.0452 0.5123 -2.1809
H 3.4079 -7.6124 1.9506
H 3.3667 -5.9728 -4.8394
H 0.9117 -0.5332 -0.9797
H -4.2235 -5.2414 -1.7125
H 0.2456 -6.7549 0.1675
H -1.1022 -1.2969 6.6266
H -1.5666 2.8669 3.8851
H 2.1638 -0.0068 -13.0132
H -2.7042 2.3055 -0.8342
H 1.1914 1.7444 1.3239
H -1.6321 8.1222 2.6334
H -0.1173 8.7652 3.1231
H -2.4438 7.5765 6.2669
H -2.5013 5.5927 7.5578
H 3.6036 2.0410 -1.4758
H -2.1439 -4.6497 -2.0248
H 2.3224 -4.8169 -1.6185
H -2.4407 -0.1912 6.2933
H 1.4845 1.5482 -9.6961
H 3.2153 -6.5935 -3.1865
H 1.4151 -3.4618 -2.3297
H 3.4998 -1.0693 -7.6354
*
```

=====

Formula: C25H16F10N3O2RuSTe2
Source: OMol25
Level of theory: wB97M-V/def2-TZVPD

Computed properties:
Calculated total energy, eV: -89928.8412
Energy relative to the best compared isomer or geometry (same formula, charge and spin), kcal/mol: 36.2
HOMO (alpha / beta), eV: -8.72 / -9.04

Geometry as ORCA input:
```
! wB97M-V def2-TZVPD RIJCOSX def2/J DEFGRID3
* xyz 0 6
Te -1.3714 -1.6193 2.9539
Te 3.6760 0.1113 -1.8664
Ru -0.4373 -0.4476 -0.3189
S -3.6244 1.0743 -3.2061
F 4.8730 -1.4236 -2.2382
F 3.3609 -0.1623 -3.7945
F -0.9406 2.4566 3.7391
F 3.8613 1.8579 -2.5496
F -1.2512 -1.7604 4.8578
F 0.0900 -2.8476 2.8151
F -2.5294 -3.0418 2.9305
F 5.2677 0.6102 -0.9602
F -2.8649 -0.4705 3.2553
F 2.7573 1.1574 -0.2426
O 0.4299 -0.0476 -1.9750
O -1.5066 -1.3663 1.0918
N 1.3018 -1.2729 0.4603
N 0.3055 1.1563 1.1789
N -2.1884 0.3281 -1.2200
C -3.4018 1.3889 0.6757
C 3.1993 0.8316 3.5235
C 1.8649 -2.3577 -0.0413
C -0.0982 -0.7968 -2.9737
C -3.1947 1.1265 -0.6765
C 3.1337 -1.0496 2.0060
C 1.9751 1.3400 2.9613
C -1.1594 -2.2446 -5.1121
C 1.9267 -0.5917 1.4547
C -1.4504 -0.6508 -3.3299
C 0.7069 -1.6841 -3.6843
C -4.0789 1.6328 -1.6299
C -1.9653 -1.3737 -4.4076
C -5.3294 2.7214 0.0695
C 0.1735 -2.3980 -4.7420
C 1.3918 2.5107 3.3928
C 1.3697 0.6321 1.9014
C -4.4656 2.1901 1.0340
C 3.7118 -2.1991 1.4510
C -2.3182 0.1928 -2.5191
C 3.7551 -0.3030 3.0592
C -5.1525 2.4415 -1.2702
C -0.2391 2.2552 1.5537
C 3.0873 -2.8485 0.4166
C 0.0803 2.9201 2.8550
H 0.8135 -3.0736 -5.2941
H 3.5250 -3.7116 -0.0617
H 4.6894 -0.6692 3.4638
H -4.6411 2.3928 2.0820
H 1.3347 -2.8483 -0.8485
H -2.7709 0.9415 1.4275
H 1.8493 3.1061 4.1710
H -3.0123 -1.2714 -4.6653
H -1.0082 2.6841 0.9228
H -1.5656 -2.8080 -5.9404
H -0.0508 4.0001 2.8077
H -5.8305 2.8312 -2.0171
H 3.6671 1.3952 4.3199
H -6.1572 3.3450 0.3783
H 4.6645 -2.5488 1.8276
H 1.7611 -1.7438 -3.4525
*
```

=====

Formula: C10H14N4
Source: OMol25
Level of theory: wB97M-V/def2-TZVPD

Computed properties:
Calculated total energy, eV: -16537.9485
Energy relative to the best compared isomer or geometry (same formula, charge and spin), kcal/mol: 34.3
HOMO, eV: -16.12

Geometry as ORCA input:
```
! wB97M-V def2-TZVPD RIJCOSX def2/J DEFGRID3
* xyz 2 1
N 2.2664 0.4484 1.6661
N 0.2663 -2.0675 -1.4890
N 2.2731 2.3204 -0.5920
N 0.4551 0.9989 -0.0623
C -1.2281 -0.0436 1.3130
C -3.4072 -0.3175 0.3264
C 1.9628 -1.4493 0.1206
C 1.8010 -0.2490 0.6465
C -2.5585 -0.4312 1.4266
C 0.9456 2.1202 -0.4576
C -3.1018 0.2966 -0.8965
C -0.8525 0.5619 0.1314
C 1.3637 -2.2487 -0.8087
C -1.7300 0.7332 -0.9860
H -0.3163 -1.1912 -1.5094
H 1.7244 -3.2312 -0.8532
H 2.5380 3.2281 -1.0568
H 0.3790 3.0190 -0.3543
H -0.4112 -0.1782 2.0156
H 2.6609 -2.1323 0.6052
H 2.8057 1.3721 -0.7526
H 2.5862 0.0846 2.6057
H -4.0019 0.1904 -1.4789
H -1.3953 1.1362 -1.8536
H 2.1454 1.4600 1.5844
H 0.0817 -2.7408 -2.1258
H -2.8626 -1.0198 2.2901
H -4.3897 -0.6696 0.5450
*
```

=====

Formula: C2H8N4S
Source: OMol25
Level of theory: wB97M-V/def2-TZVPD

Computed properties:
Calculated total energy, eV: -18994.9628
Energy relative to the best compared isomer or geometry (same formula, charge and spin), kcal/mol: 73.2
SMILES: N/N=C(/CS)NN
HOMO, eV: -8.70

Geometry as ORCA input:
```
! wB97M-V def2-TZVPD RIJCOSX def2/J DEFGRID3
* xyz 0 1
S -2.7409 -0.1058 -0.5346
N 1.8716 -1.0789 -0.3853
N 0.6174 -1.3069 -0.0358
N 0.1944 0.8504 -0.7236
N 1.0269 1.7443 0.1480
C -0.1788 -0.3107 -0.1777
C -1.3221 -0.4065 0.6783
H 2.0608 1.6078 -0.2670
H -0.6258 1.2672 -1.1308
H -1.4686 -1.3706 1.3969
H -1.0931 0.4898 1.4218
H 2.3464 -1.9694 -0.8848
H -3.5705 0.0422 0.5753
H 1.1181 1.0647 1.0475
H 1.7641 -0.5176 -1.1281
*
```

=====

Formula: C25H25CdN2P
Source: OMol25
Level of theory: wB97M-V/def2-TZVPD

Computed properties:
Calculated total energy, eV: -43157.0107
Energy relative to the best compared isomer or geometry (same formula, charge and spin), kcal/mol: 0.0
HOMO (alpha / beta), eV: 2.40 / 1.18

Geometry as ORCA input:
```
! wB97M-V def2-TZVPD RIJCOSX def2/J DEFGRID3
* xyz -2 1
Cd 1.1342 2.5292 -0.5638
P -0.3269 -0.6793 -0.5604
N 0.0043 0.8587 -0.3196
N -0.9468 2.8140 2.1913
C 2.0698 -2.0618 2.4378
C 0.7365 -0.2246 -3.0824
C 2.8670 4.2055 1.0989
C 0.3416 -3.1942 0.5229
C -1.2583 3.8669 1.3382
C -3.9784 -1.9445 0.8261
C -2.1360 3.4284 2.5385
C 1.3822 -1.2327 1.5398
C -4.3645 -0.5392 -1.1165
C 3.5163 2.1147 1.8553
C 1.0650 -0.5451 -4.3997
C 3.1635 3.4005 -0.0521
C 0.1353 -2.7766 -4.0705
C -2.5969 -1.7434 0.7060
C -0.2256 -2.4499 -2.7580
C 0.7708 -1.8329 -4.8975
C 3.4606 2.0573 0.4296
C 3.1545 3.4373 2.2633
C 1.8970 -3.4550 2.3814
C -2.9841 -0.3548 -1.2636
C 0.0961 -1.1667 -2.2611
C 1.0343 -4.0211 1.4224
C -4.8628 -1.3510 -0.0864
C -2.1020 -0.9932 -0.3754
C 0.5264 -1.7973 0.5803
H 3.1404 3.7154 -1.1155
H 2.6376 5.2812 1.0995
H -0.8910 1.7989 2.4213
H -5.9431 -1.4999 0.0108
H -2.2407 4.0665 3.3639
H 0.8914 -5.1090 1.3885
H -4.3662 -2.5673 1.6350
H 1.5491 0.2075 -5.0280
H -1.9139 -2.1849 1.4399
H 1.0445 -2.0810 -5.9204
H -2.9910 2.8355 2.4335
H -1.6744 3.6530 0.3447
H -0.5197 4.6927 1.4586
H 2.7353 -1.6088 3.1772
H 2.4436 -4.0988 3.0805
H 1.4877 -0.1410 1.5646
H -0.7473 -3.1810 -2.1334
H -0.3435 -3.6496 -0.2017
H 3.7728 1.1947 -0.1808
H 3.2062 3.8071 3.3100
H -0.0824 -3.7853 -4.4650
H -2.5780 0.2830 -2.0568
H -5.0375 -0.0560 -1.8233
H 0.9633 0.7658 -2.6660
H 3.8838 1.3120 2.5381
*
```